No. 1
Here is 15 unconnected molecules or ions with the total composition C62H186N24O15P8S7 in a non-equilibrium geometry from OMol25. Energies are from wB97M-V/def2-TZVPD.

Geometry as ORCA input:
```
! wB97M-V def2-TZVPD RIJCOSX def2/J DEFGRID3
* xyz 0 1
O 8.45692 3.01312 0.75044
P 7.15254 2.41322 0.39204
N 6.10053 3.66384 -0.05629
C 6.31045 4.96902 0.52012
C 4.85607 3.45600 -0.66766
N 6.62101 1.47713 1.66100
C 7.06343 1.83134 2.97163
C 5.39484 0.68456 1.53021
N 7.10100 1.39047 -1.04627
C 7.76151 0.12626 -0.86767
C 7.67404 2.22332 -2.13628
H 7.37978 4.98112 0.76947
H 5.67219 5.23054 1.36583
H 6.06229 5.76598 -0.20904
H 4.86406 2.46247 -1.11469
H 4.75337 4.06886 -1.60603
H 3.95412 3.65604 -0.05937
H 7.87078 2.54736 2.93820
H 6.20806 2.06880 3.60404
H 7.45567 0.91240 3.45021
H 4.62219 1.18623 2.10651
H 5.06765 0.58230 0.53300
H 5.57649 -0.30207 1.99422
H 7.68743 -0.49870 -1.77755
H 8.80563 0.22584 -0.54624
H 7.24766 -0.35499 -0.04037
H 7.38166 3.30521 -2.10505
H 7.43355 1.77616 -3.14763
H 8.81279 2.24214 -2.13050
O -1.79316 0.50169 0.62486
P -0.48892 0.47826 1.32758
N 0.15193 1.98583 1.09142
C -0.39450 2.71618 -0.05934
C 1.23147 2.60216 1.83953
N 0.61636 -0.62805 0.86599
C 0.29998 -2.01908 1.04554
C 1.38809 -0.47829 -0.37967
N -0.60988 0.20232 2.93397
C 0.54918 0.00255 3.72424
C -1.85329 -0.46289 3.34470
H -0.34787 2.06335 -0.96300
H 0.14222 3.67024 -0.23342
H -1.40666 3.00785 0.20702
H 1.02326 3.06480 2.81322
H 1.74493 3.33257 1.22158
H 2.02501 1.86026 2.03516
H 1.13575 -2.53189 1.48578
H -0.47899 -2.14074 1.80890
H 0.07100 -2.43878 0.03594
H 1.76072 0.51806 -0.49467
H 2.15601 -1.21948 -0.23678
H 0.73628 -0.78576 -1.23309
H 1.45578 0.19331 3.19057
H 0.40338 0.52934 4.68788
H 0.63958 -1.05304 4.01513
H -2.77011 -0.05995 2.82444
H -2.02245 -0.28358 4.39149
H -1.82251 -1.53364 3.18813
O -4.06265 -5.24256 -2.21709
P -4.58902 -3.85825 -2.36160
N -3.69801 -3.11748 -3.56058
C -4.05087 -1.73789 -3.91555
C -3.51370 -3.81638 -4.77746
N -4.36496 -2.75748 -1.09865
C -5.15083 -2.87320 0.17474
C -3.10266 -2.12033 -0.83983
N -6.21582 -3.79567 -2.61417
C -6.96587 -4.91344 -3.09376
C -7.06465 -2.59724 -2.65080
H -3.21625 -1.26688 -4.44789
H -4.22585 -1.09756 -3.05150
H -4.90858 -1.74011 -4.56294
H -2.61489 -3.53984 -5.24332
H -4.33915 -3.64724 -5.48713
H -3.47221 -4.86733 -4.62334
H -5.12569 -1.86028 0.63335
H -6.19450 -3.18167 -0.05266
H -4.79918 -3.65581 0.87299
H -3.17683 -1.10815 -0.42415
H -2.36971 -2.72797 -0.13968
H -2.60391 -1.99250 -1.79582
H -6.32081 -5.84141 -3.00151
H -7.83094 -5.14766 -2.48511
H -7.27013 -4.72458 -4.11299
H -6.48798 -1.73714 -2.28570
H -7.88094 -2.76857 -1.95715
H -7.35509 -2.53630 -3.71206
O -0.59084 2.80300 -6.94287
P -0.34163 1.34726 -6.73863
N -1.73177 0.44980 -6.95477
C -1.61168 -0.98874 -6.96150
C -2.65102 0.87799 -7.98017
N 0.00508 0.88762 -5.18331
C 1.38415 0.93439 -4.64260
C -0.99542 1.22163 -4.23382
N 0.89353 0.77063 -7.65247
C 1.50405 -0.51386 -7.45005
C 1.75467 1.55544 -8.52821
H -1.15781 -1.31404 -6.02605
H -1.01827 -1.28272 -7.89266
H -2.57641 -1.43092 -7.05505
H -2.83108 1.93737 -7.89737
H -3.58691 0.36721 -7.89286
H -2.29703 0.66400 -9.01855
H 2.14126 0.67694 -5.41880
H 1.66688 1.86975 -4.19585
H 1.47010 0.15592 -3.92505
H -1.99320 1.05659 -4.62520
H -0.83763 0.69361 -3.29104
H -0.87235 2.31023 -3.99919
H 1.08314 -1.05974 -6.61196
H 1.40716 -1.12964 -8.36190
H 2.58741 -0.38823 -7.38408
H 2.76245 1.66716 -8.11665
H 1.37057 2.56016 -8.73108
H 1.81794 1.11569 -9.51880
O 2.19201 -3.22998 -5.27520
P 1.40731 -4.36581 -4.65910
N 2.19540 -5.59147 -3.95578
C 2.80312 -5.39958 -2.61256
C 2.72783 -6.77384 -4.56930
N 0.51300 -5.02827 -5.86341
C 0.50219 -4.52418 -7.26711
C -0.23405 -6.35358 -5.85670
N 0.43764 -3.75530 -3.41890
C 0.04892 -2.38661 -3.60492
C -0.26620 -4.54919 -2.48784
H 2.56533 -4.42272 -2.17319
H 3.88122 -5.47921 -2.59389
H 2.46377 -6.20911 -1.92193
H 2.22931 -6.86379 -5.55872
H 2.56988 -7.67135 -3.97125
H 3.80200 -6.62986 -4.79042
H 0.98492 -3.54274 -7.34378
H 1.13885 -5.17275 -7.94176
H -0.48913 -4.48236 -7.67687
H -0.44301 -6.67711 -4.85232
H -1.17866 -6.25141 -6.33284
H 0.32613 -7.13913 -6.37647
H 0.21557 -1.82560 -2.69892
H 0.66032 -1.87454 -4.37311
H -1.04596 -2.29582 -3.84409
H -0.13045 -4.13494 -1.44930
H 0.13104 -5.51514 -2.51030
H -1.34976 -4.61819 -2.69404
O -3.56349 -0.24029 6.24928
P -4.10476 -1.60385 6.31733
N -5.67069 -1.66181 5.84868
C -6.67624 -2.68447 6.20704
C -6.10694 -0.64936 4.96086
N -3.92663 -2.29074 7.86578
C -3.72484 -3.73312 8.04276
C -4.04090 -1.58448 9.10511
N -3.32097 -2.69897 5.38495
C -1.88007 -3.16655 5.54463
C -3.81049 -3.17699 4.09613
H -7.14451 -3.17163 5.34144
H -7.47318 -2.23319 6.77470
H -6.21765 -3.41941 6.82947
H -6.95787 -0.07754 5.38456
H -6.47806 -1.06052 3.98947
H -5.33324 0.08745 4.75165
H -2.95192 -3.84914 8.77911
H -4.59299 -4.17715 8.54970
H -3.37768 -4.29666 7.15671
H -5.03162 -1.69024 9.59795
H -3.27558 -1.83017 9.82187
H -4.00106 -0.52231 8.83989
H -1.54034 -3.05201 6.58856
H -1.86814 -4.25030 5.28985
H -1.18762 -2.60626 4.90692
H -4.87602 -3.09344 4.06296
H -3.48060 -4.24353 4.01911
H -3.43172 -2.62880 3.27779
O -5.49477 4.63886 -0.61215
P -5.81398 3.18662 -0.74459
N -5.39080 2.42049 0.65401
C -5.01496 0.99435 0.87618
C -5.59489 3.05271 1.95452
N -4.93200 2.26962 -1.83641
C -3.39592 2.35889 -1.77132
C -5.40629 2.05292 -3.14173
N -7.42438 2.85725 -1.03357
C -7.97451 1.53037 -0.87024
C -8.48005 3.79322 -1.27742
H -5.72993 0.49710 1.57979
H -4.02915 1.03141 1.42400
H -4.92917 0.44871 -0.04692
H -4.67018 3.25426 2.58242
H -6.30397 2.47815 2.55389
H -5.99080 4.02116 1.65671
H -3.04977 2.96766 -2.63066
H -3.00162 2.72065 -0.83759
H -3.05177 1.31636 -1.84539
H -5.26688 2.90868 -3.87054
H -4.89126 1.20206 -3.57469
H -6.48450 1.88210 -3.07127
H -8.77677 1.44820 -0.12658
H -8.33184 1.13806 -1.83584
H -7.21324 0.84468 -0.47751
H -8.14713 4.69319 -1.85129
H -8.90441 4.18195 -0.31060
H -9.29117 3.29034 -1.84008
O 2.25397 -4.95289 4.04090
P 3.30308 -5.10719 2.96917
N 4.78136 -5.69121 3.55447
C 6.16404 -5.11399 3.22834
C 4.72587 -6.88557 4.44619
N 3.69069 -3.59360 2.27920
C 3.92991 -2.53569 3.26397
C 4.14428 -3.29638 0.96981
N 2.86572 -6.02464 1.65948
C 1.40170 -5.93288 1.33856
C 3.70846 -7.06129 1.13389
H 5.94739 -4.17665 2.74275
H 6.86812 -5.63680 2.58933
H 6.73985 -4.83328 4.09353
H 5.75108 -7.28315 4.51085
H 3.97679 -7.56656 4.17360
H 4.58097 -6.50417 5.41722
H 3.37828 -2.65966 4.18408
H 5.02636 -2.52004 3.43439
H 3.64979 -1.51985 2.78387
H 5.22324 -3.10167 0.92338
H 3.85426 -4.13236 0.25917
H 3.65093 -2.38324 0.57254
H 0.90630 -6.55190 2.08887
H 1.10884 -4.91611 1.45924
H 1.26069 -6.32022 0.36929
H 3.40170 -8.00405 1.48340
H 4.73979 -6.89496 1.37823
H 3.58153 -6.96400 0.02632
C 2.79121 8.62128 1.23119
S 3.21584 6.84096 0.66985
O 1.94239 6.07518 0.76687
C 3.36833 7.32508 -1.09260
H 2.80513 8.47122 2.29165
H 1.80087 8.95253 0.90549
H 3.54548 9.27680 0.93517
H 4.23999 7.99882 -1.06070
H 2.40793 7.69395 -1.41614
H 3.51138 6.44576 -1.72301
C 2.57897 5.99504 4.39805
S 4.32773 5.50049 4.65907
O 4.29579 4.92477 6.05602
C 4.25793 4.12485 3.54823
H 2.00048 5.18356 4.82624
H 2.26337 6.05134 3.33706
H 2.42665 6.88999 4.98757
H 5.22832 3.68053 3.62054
H 4.12899 4.53575 2.54968
H 3.42454 3.45778 3.84065
C -1.24610 6.33675 2.09189
S -3.07718 6.12851 1.90897
O -3.56572 7.32506 2.69431
C -3.01249 6.50522 0.10971
H -0.70342 5.56734 1.55535
H -1.21203 6.30528 3.16571
H -0.92684 7.29495 1.69267
H -3.99893 6.51905 -0.31085
H -2.48292 5.69213 -0.29947
H -2.52748 7.46398 -0.09949
C -2.06206 2.83420 3.82616
S -0.98139 3.10801 5.22739
O -0.08253 4.22677 4.83432
C -2.31049 3.78916 6.26171
H -2.58388 3.80738 3.64716
H -2.71528 2.04839 4.17124
H -1.44523 2.48042 2.98516
H -2.85053 4.70060 5.87019
H -1.87603 4.01499 7.24525
H -3.07149 2.98988 6.37869
C 0.79216 5.00443 -4.53514
S 0.92216 4.43800 -2.75135
O 2.27292 4.75921 -2.21365
C -0.19375 5.70652 -2.12884
H 1.45990 4.42603 -5.18617
H 1.06406 6.02734 -4.67303
H -0.28185 4.86693 -4.81096
H -0.11598 6.54714 -2.78643
H 0.16757 5.91723 -1.11849
H -1.21191 5.39294 -2.15332
C 2.45217 1.36029 6.85171
S 3.95283 0.56251 6.20047
O 3.61261 0.38304 4.73430
C 5.04548 1.94047 6.31752
H 2.23434 2.18708 6.16371
H 2.51347 1.62834 7.96156
H 1.68478 0.60477 6.76150
H 5.88773 1.69735 5.68566
H 5.36226 2.01346 7.38444
H 4.60025 2.89473 6.08792
C 4.38946 -1.36605 -4.25715
S 3.71477 -1.63790 -2.63432
O 4.58805 -2.48763 -1.76706
C 4.15165 0.08774 -2.06377
H 4.40651 -2.30150 -4.81765
H 5.36731 -0.91777 -4.09979
H 3.66641 -0.75399 -4.74778
H 5.21997 -0.01757 -1.89485
H 3.62322 0.21644 -1.10350
H 3.90651 0.94861 -2.76933
*
```

For the gap between HOMO and LUMO, the calculation gives 8.61 eV. Its energy is -283947.717 eV. Its largest force on an atom is 3.4 eV Å⁻¹. For the LUMO energy, the calculation gives 0.361 eV. The calculation puts the molar mass at 1980.58 u.



No. 2
Here is a molecular structure, C62H43Cl4HfN7O4S in a non-equilibrium geometry from OMol25. Energies are from wB97M-V/def2-TZVPD.

Geometry as ORCA input:
```
! wB97M-V def2-TZVPD RIJCOSX def2/J DEFGRID3
* xyz -2 1
Hf -0.40975 -0.31476 -0.36957
Cl -1.83735 9.32972 -1.28681
C -1.61967 7.60497 -1.11246
C -2.34472 6.73874 -1.91384
C -2.14983 5.37458 -1.78721
C -1.23521 4.84490 -0.86792
C -0.54215 5.75276 -0.05668
C -0.72363 7.12059 -0.17602
C -1.00798 3.39717 -0.77891
C 0.26521 2.88832 -0.91949
C 1.44200 3.69055 -1.21695
C 2.37033 2.87476 -1.74993
C 1.79641 1.55045 -1.81162
C 2.27797 0.55498 -2.61154
C 3.40037 0.88354 -3.53281
C 3.20199 1.84153 -4.52778
C 4.17305 2.09905 -5.48239
C 5.36475 1.39530 -5.43048
Cl 6.57506 1.68282 -6.65455
C 5.60298 0.46090 -4.43841
C 4.61526 0.20436 -3.49830
C 1.65099 -0.71383 -2.83127
N 0.62566 -1.26123 -2.07065
C 0.27345 -2.44869 -2.70128
C -0.70560 -3.42994 -2.22707
C -0.53096 -4.83987 -2.60528
C 0.74809 -5.42616 -2.66858
C 0.93346 -6.75036 -3.01656
C -0.17020 -7.54463 -3.28907
Cl 0.05100 -9.22226 -3.71176
C -1.44371 -7.01316 -3.23059
C -1.61541 -5.67699 -2.90506
C -1.68780 -3.05677 -1.33705
C -2.57078 -3.93486 -0.56660
C -3.14529 -3.21331 0.40840
C -2.62292 -1.84568 0.33320
N -1.83825 -1.78169 -0.87866
C -3.22546 -0.57418 0.84782
C -3.18568 0.68725 0.06174
C -4.16167 1.64057 -0.13102
C -3.50102 2.81260 -0.55926
C -2.14205 2.52163 -0.61711
N -1.94995 1.20710 -0.24660
C -4.46858 -0.61810 1.68544
C -5.59246 -1.34396 1.31336
C -6.76156 -1.28910 2.06283
C -6.80741 -0.48064 3.18249
Cl -8.27832 -0.38180 4.11238
C -5.70376 0.26360 3.57119
C -4.54564 0.19052 2.81957
C 1.04605 -2.61367 -3.85136
C 1.92469 -1.53882 -3.92304
N 0.56895 1.54593 -1.13401
H -3.04467 7.13223 -2.63912
H -2.68763 4.69570 -2.43518
H 0.13693 5.36782 0.69443
H -0.18028 7.80805 0.45910
H 1.52077 4.75577 -1.08994
H 3.35800 3.13331 -2.09598
H 2.26004 2.37386 -4.56266
H 3.99915 2.82202 -6.26800
H 6.54424 -0.07049 -4.40289
H 4.79471 -0.53670 -2.72914
H 1.61498 -4.82421 -2.43812
H 1.93116 -7.16521 -3.06997
H -2.29727 -7.63934 -3.45639
H -2.61267 -5.25729 -2.91962
H -2.70121 -4.99071 -0.73629
H -3.88276 -3.57678 1.10409
H -5.22158 1.52433 0.03505
H -3.97307 3.75990 -0.75975
H -5.55791 -1.94989 0.41643
H -7.63249 -1.86706 1.78326
H -5.75652 0.89690 4.44670
H -3.68119 0.77901 3.09995
H 0.95884 -3.42314 -4.55672
H 2.66142 -1.35509 -4.68694
O 0.56273 -2.79092 0.43052
H -0.07096 -3.42969 0.08088
H 1.39130 -2.97187 -0.03151
C -1.85901 -1.00364 1.42954
C -1.86060 -1.37487 2.87360
C -2.66514 -2.34955 3.47638
C -2.63615 -2.58714 4.84127
C -1.79774 -1.85696 5.66954
C -1.00060 -0.87384 5.10411
C -1.03300 -0.64147 3.73810
H -3.35692 -2.91840 2.87781
H -3.29089 -3.33864 5.26730
H -1.77436 -2.04446 6.73589
H -0.35618 -0.27171 5.73434
H -0.43223 0.16373 3.33912
N -1.42576 2.36611 2.51900
C -0.21333 2.98283 2.61922
C -0.06185 4.16887 3.36278
C 1.19002 4.72824 3.47293
C 2.27577 4.11893 2.84579
C 2.04281 2.94466 2.15982
N 0.83894 2.37876 2.05291
H -2.23883 2.92902 2.70131
H -1.53817 1.68247 1.76713
H -0.92574 4.61927 3.83466
H 1.32848 5.63381 4.05102
H 3.26623 4.54805 2.89194
H 2.85845 2.42175 1.66973
N 1.26062 -0.42343 1.35322
C 2.63068 -0.88632 1.32781
C 3.53961 -0.34784 0.42767
C 4.84986 -0.80484 0.40088
C 5.26704 -1.77438 1.29604
C 4.37104 -2.29300 2.21534
C 3.05213 -1.86202 2.22556
S 6.99766 -2.28539 1.33709
O 6.95203 -3.73790 1.45135
O 7.55594 -1.79379 0.08374
O 7.51228 -1.61397 2.52697
H 0.78174 -0.92659 2.09355
H 1.22732 0.58042 1.58271
H 3.21186 0.42817 -0.24549
H 5.56875 -0.41508 -0.30824
H 4.72805 -3.03175 2.92153
H 2.34217 -2.28336 2.93000
*
```

For the gap between HOMO and LUMO, the calculation gives 4.87 eV. Its energy is -145852.198 eV. Its largest force on an atom is 1.6 eV Å⁻¹. For the LUMO energy, the calculation gives 3.334 eV. The calculation puts the molar mass at 1302.44 u.



Q: Among the records above, which one has the highest energy?
A: C62H43Cl4HfN7O4S



Q: Which of these has the lowest gap between HOMO and LUMO?
A: C62H43Cl4HfN7O4S